14
Properties=species:S:1:pos:R:3:forces:R:3 method="wB97M-V/def2-TZVPD" charge=0 smiles="C1=NC=NCCN1" e_above_lowest_ev=3.684 lumo_energy_ha=0.0145 homo_energy_ev=-8.69
C -0.577136 -1.387935 0.073499 -2.55 -8.61 3.62
N 0.617683 -1.776582 0.035016 2.50 1.83 -2.26
C 1.593309 -0.790045 -0.301810 2.16 2.28 3.35
N 1.645609 0.488789 0.089967 -0.57 -4.38 -1.14
C 0.378092 1.101485 0.453282 1.84 4.45 -0.18
C -0.750871 0.786556 -0.523473 0.04 3.50 -0.28
N -1.372860 -0.414802 -0.029996 -4.97 4.68 0.01
H -1.292230 -2.278820 0.457805 1.64 1.29 -0.60
H 2.646321 -1.144938 -0.443733 -1.25 -0.22 -0.64
H 0.743324 2.147398 0.041161 -1.39 -0.97 1.71
H 0.150559 1.190564 1.622353 0.33 -0.48 -2.64
H -1.399952 1.830667 -0.689149 1.02 -3.30 0.67
H -0.175683 0.667275 -1.516984 -1.45 -0.38 1.31
H -2.206169 -0.419617 0.732064 2.65 0.30 -2.94